104
Properties=species:S:1:pos:R:3:forces:R:3 method="wB97M-V/def2-TZVPD" energy_ha=-6340.263259 relative_energy_kcal_mol=56.8 lumo_ev="-8.9 / -8.9" charge=+2
N 3.53686 0.49686 -3.09717 -0.4 0.0 0.2
C -3.20198 2.81928 -2.67390 0.4 0.1 0.3
H -2.68217 -0.24127 5.95386 -0.1 0.0 0.0
H 1.47638 -2.54956 2.61778 0.1 0.0 0.0
C -3.56785 -1.54435 0.82469 0.3 0.0 0.3
H -0.26702 -0.85079 5.83913 0.1 -0.1 0.0
H 3.35292 1.89192 -1.57205 0.0 0.1 0.1
H 1.53884 -3.77065 -0.00633 0.1 0.0 0.0
C -0.14778 0.06092 5.24944 -0.1 0.0 0.0
H 3.24462 -2.16977 0.62269 0.0 0.0 0.0
H -1.48797 -4.16696 -3.59444 0.0 0.0 0.0
H 0.70792 -0.03922 4.58971 0.0 0.0 -0.1
C 1.06118 -1.66513 2.11819 -0.4 0.0 0.3
H 3.86794 -0.94896 -4.56072 0.0 0.0 0.0
C -1.33782 0.65653 3.15121 0.0 -0.3 -0.5
H 0.36292 -2.73971 -1.85922 0.0 -0.1 -0.1
C -1.88694 2.97823 3.67478 0.1 0.3 0.1
C -3.48035 4.14928 -2.94423 0.2 0.2 0.2
H 2.40500 2.49557 -4.28502 0.0 0.0 -0.1
H -4.46546 -1.00184 1.10389 0.0 0.1 0.0
H 0.99658 2.19221 -5.30016 0.0 0.0 0.0
N -3.56834 -1.75188 -0.60281 0.3 -0.2 -0.2
C -0.00163 0.29695 -4.08336 -0.3 -0.2 0.1
H 0.05080 0.88229 5.94613 0.1 0.0 0.0
H -4.49414 -1.23486 -2.39470 0.0 0.0 0.0
C -1.59585 4.80277 -1.57684 -0.6 0.3 -0.4
C -2.75505 2.01960 1.64061 -0.1 -0.1 -0.3
C -4.71508 -1.26655 -1.33288 -0.3 0.1 -0.2
Cl 0.02355 3.04879 -0.35821 0.5 0.2 0.3
C -2.68632 5.15799 -2.38175 0.2 -0.3 0.2
H -3.39085 0.72836 4.65844 0.0 0.0 0.0
H 4.71277 0.59301 -4.84365 0.0 0.0 -0.1
H -3.57402 -2.50657 1.34494 0.0 0.0 0.1
H 5.28651 -0.50765 -3.59133 0.0 -0.1 0.0
C 4.13910 1.23708 2.16390 -1.3 1.6 -2.2
H 2.49090 1.30156 -5.59427 0.0 0.0 0.0
H -1.01375 -2.16197 2.00401 0.0 -0.1 0.2
C -2.49712 -2.30563 -1.21946 -0.6 0.0 0.0
H -0.64382 -4.02650 -1.17536 0.1 0.0 0.0
H -0.47580 -1.68192 3.62084 -0.1 -0.1 0.0
C -1.32983 3.46947 -1.31952 -0.6 -0.1 -0.5
C -2.13232 2.42076 -1.82775 -0.1 1.3 -0.2
C 2.17168 0.18450 -2.96370 0.6 -0.1 0.0
H 5.19596 -0.19423 6.07086 0.1 0.0 0.1
H -2.46823 2.94296 1.13874 0.0 0.0 -0.1
C 2.67900 -1.41862 -1.30126 0.0 -0.1 -0.1
H -5.60505 -1.87596 -1.15670 0.0 0.0 0.0
S 5.42124 1.53151 0.99178 -0.2 -0.2 0.5
H -1.46953 3.80887 3.09904 -0.1 0.0 0.0
S 6.18148 -0.03288 3.35521 -0.9 0.2 0.0
H 2.56922 -2.42806 -1.71218 0.1 -0.1 0.1
N -1.29242 -2.07745 -0.73695 0.5 0.9 0.1
H 3.71026 -1.10179 -1.48389 0.0 -0.1 0.0
C -1.95503 -3.18654 -3.46465 0.3 0.1 -0.1
H 4.70377 -1.72631 5.27992 0.0 -0.1 0.0
C -2.51655 0.61159 5.29456 -0.1 0.0 0.2
Cl -4.79852 4.56344 -3.95920 0.0 0.0 0.0
C 0.69458 -3.11683 0.23023 -0.4 -0.3 -0.4
Sn -0.25080 0.08775 -0.31715 -0.4 -0.4 -0.2
N -0.84338 -0.12322 2.22747 0.2 0.2 -0.2
H -0.24887 -0.46566 -3.34902 0.0 0.0 -0.1
C 4.35985 -0.79232 5.71806 0.0 0.1 -0.2
H -1.23321 2.80558 4.52434 0.0 0.0 0.0
H -4.92079 -0.24495 -1.01230 0.0 0.0 -0.1
C -0.38740 -1.45699 2.55824 -0.1 -0.1 0.0
N -1.34410 0.33892 4.49070 0.2 0.1 0.1
C 4.38616 -0.12102 -4.08017 0.0 0.2 -0.1
C 1.85041 1.72338 -4.81695 0.3 0.2 -0.2
C 6.70317 0.68265 1.82492 0.8 0.2 -0.6
H -3.65064 -4.96573 -2.62171 0.0 0.0 0.0
H -2.69184 -0.97855 1.14255 -0.2 0.0 0.1
H -0.13237 -0.09498 -5.09545 0.0 0.0 0.0
N 1.36823 0.70844 -3.89869 0.0 0.0 0.1
C -3.95116 -3.95783 -2.32488 -0.2 -0.2 0.1
S 8.23447 0.57307 1.28933 -1.0 0.0 0.4
H 0.14312 -3.58399 1.04674 0.0 0.0 0.0
C 4.53732 0.49155 3.27460 0.6 -1.6 2.6
S 2.58801 1.80706 1.94011 1.0 -0.4 0.1
H -4.67774 -3.59352 -3.05533 0.0 0.0 0.0
H -3.80661 2.11108 1.93248 0.0 0.0 -0.1
Cl -3.03974 6.80010 -2.67561 -0.1 0.3 -0.1
H -2.64090 1.19242 0.94680 -0.1 0.1 0.0
H 2.73034 -0.47198 0.59965 0.0 0.0 0.0
H -2.59326 -2.99846 -4.33278 0.0 0.0 0.0
C 4.10482 1.52496 -2.27032 0.1 -0.1 -0.1
C -0.22943 -3.03005 -0.98882 0.3 -0.2 0.0
N 1.15969 -1.80190 0.66822 0.1 0.1 0.0
H -1.18853 -2.41886 -3.43211 0.0 0.0 0.0
H -4.42355 -4.01751 -1.34842 0.0 0.0 0.0
S 3.38917 0.14568 4.51476 1.0 0.2 -0.6
H 4.96579 1.14969 -1.70812 0.0 0.0 0.0
H -0.68370 1.13609 -3.94226 0.0 0.0 0.0
N -1.95061 1.81756 2.81719 0.0 0.0 0.2
O -1.93308 1.18544 -1.56575 0.7 -1.9 0.7
N 1.72810 -0.56257 -1.99376 -0.5 0.0 0.4
H 3.68581 -0.99815 6.54611 0.0 0.0 0.0
Cl -0.59744 6.02127 -0.90468 0.1 0.1 0.1
C 2.50268 -1.46764 0.21300 0.2 0.2 -0.4
H 4.45605 2.35982 -2.88494 0.0 0.1 0.1
H -2.87830 3.27309 4.02787 0.0 0.0 0.1
H 1.63828 -0.79090 2.42462 0.1 0.0 0.0
N -2.76063 -3.13237 -2.26650 0.0 0.2 0.1
H -2.40735 1.50011 5.92158 0.0 0.0 0.0
Cl -4.14341 1.58157 -3.37455 -0.3 -0.4 -0.2